This record from the OMol25 dataset describes 3 unconnected molecules or ions with the total composition C21H37N2O4S. The level of theory is ωB97M-V with the def2-TZVPD basis set.

Output
highest occupied orbital energy	-11.78	eV
total charge	+1
HOMO-LUMO gap	8.0914	eV
lowest unoccupied orbital energy	-3.69	eV

Last column: Löwdin charge in e.
Positions of all 65 atoms, in Å:
N 3.49627 -3.06498 4.16002  0.01
C 2.96062 -1.82424 3.58800  -0.22
C 2.68959 -1.96376 2.09546  -0.40
O 3.90040 -2.08919 1.36046  -0.01
C 1.99245 -0.72576 1.55200  -0.09
C 1.89078 -0.74930 0.00873  -0.25
C 1.36709 -2.06278 -0.61052  -0.05
C -0.10371 -1.97953 -0.20655  -0.23
C -1.05925 -2.97577 -0.86362  -0.03
C -1.71375 -3.83107 0.22196  -0.36
O -1.30772 -4.92387 0.51473  0.15
C -2.85138 -3.12495 0.89494  -0.17
C -2.62345 -2.38480 2.04863  -0.04
C -3.62328 -1.56388 2.55529  -0.07
C -4.85185 -1.51043 1.91100  -0.08
C -5.11143 -2.30396 0.79875  -0.06
C -4.10911 -3.11379 0.28479  -0.02
N -0.32443 -0.52932 -0.53410  0.16
C 0.76898 0.14811 -0.41855  -0.55
S 0.86731 1.86774 -0.70748  0.93
H 3.41630 -3.84851 3.52543  0.06
H 3.01828 -3.32239 5.01043  0.07
H 3.70321 -1.03153 3.70158  0.12
H 2.02890 -1.55079 4.08976  0.12
H 2.05828 -2.85434 1.95711  0.15
H 4.29525 -2.95434 1.50362  0.10
H 1.00938 -0.65625 2.02347  0.13
H 2.56828 0.15538 1.84028  0.14
H 2.84717 -0.40990 -0.38150  0.15
H 1.87901 -2.98989 -0.38233  0.14
H 1.34965 -1.85580 -1.68473  0.14
H -0.23233 -2.00882 0.87679  0.13
H -1.86151 -2.42884 -1.36611  0.13
H -0.54747 -3.59559 -1.59807  0.14
H -1.64978 -2.41963 2.52464  0.11
H -3.41638 -0.95560 3.42542  0.11
H -5.60689 -0.82385 2.27312  0.11
H -6.07323 -2.26846 0.30617  0.11
H -4.27133 -3.69502 -0.61511  0.13
H -1.20467 -0.09173 -0.79902  0.15
H 1.58780 1.77500 -1.83847  -0.09
C 4.66980 5.12535 -2.06227  -0.05
C 4.25597 3.74738 -2.54722  -0.49
C 4.75205 3.46527 -3.95481  -0.06
O 2.82694 3.60555 -2.48121  -0.12
H 4.24870 5.89729 -2.71176  0.09
H 4.30676 5.30385 -1.05039  0.08
H 5.75418 5.23249 -2.06646  0.09
H 4.64385 2.98939 -1.86445  0.14
H 4.33365 4.19173 -4.65630  0.09
H 4.44763 2.47067 -4.28163  0.08
H 5.83852 3.52955 -4.00748  0.09
H 2.44123 4.26366 -3.07068  0.09
C -4.68897 3.14047 0.07629  -0.05
C -3.62383 2.41846 -0.73029  -0.49
C -4.23411 1.52719 -1.80001  -0.06
O -2.77777 1.65101 0.13766  -0.09
H -5.33215 2.41680 0.58544  0.08
H -4.23188 3.77502 0.83479  0.08
H -5.31576 3.76055 -0.56423  0.09
H -2.96125 3.14841 -1.19675  0.14
H -4.86478 0.76168 -1.33789  0.08
H -3.45469 1.02120 -2.37217  0.07
H -4.84932 2.10260 -2.49124  0.09
H -3.33681 0.99086 0.56664  0.07

This record from the OMol25 dataset describes 10 unconnected molecules or ions with the total composition C21H38B6F24N5O3 in a non-equilibrium geometry. The level of theory is ωB97M-V with the def2-TZVPD basis set.

Output
highest occupied orbital energy	-7.63	eV
total charge	-1
HOMO-LUMO gap	6.2731	eV
lowest unoccupied orbital energy	-1.36	eV

Last column: Löwdin charge in e.
Positions of all 97 atoms, in Å:
C 1.63213 -0.30358 -4.47863  0.04
C 1.35612 0.45682 -5.76497  -0.39
O 1.48355 0.00896 -6.85299  0.16
N 1.03946 1.90838 -5.50345  0.09
H 0.05910 2.04166 -5.23644  0.12
H 1.55202 2.30000 -4.69064  0.11
C 1.46776 2.88118 -6.61723  0.04
H 1.62023 -1.35387 -4.76174  0.10
H 0.81139 -0.10684 -3.78829  0.07
H 2.56856 0.00087 -4.01471  0.09
H 1.28239 3.83962 -6.14429  0.11
H 0.91898 2.70742 -7.53958  0.09
H 2.50392 2.66442 -6.86147  0.09
C 1.62020 0.45101 1.84120  0.07
C 1.22283 1.14654 0.56352  -0.36
O 0.18542 0.91378 0.01477  0.10
N 2.08012 2.24428 -0.02451  0.13
H 1.53085 3.03100 -0.37582  0.16
H 2.62904 2.66711 0.73592  0.14
C 2.92293 1.72070 -1.17490  0.06
H 2.58488 -0.04528 1.76493  0.11
H 0.85738 -0.32749 1.81426  0.06
H 1.33837 1.10452 2.66568  0.11
H 2.15990 1.97345 -1.90488  0.07
H 3.17641 0.65788 -1.18235  0.10
H 3.91453 2.13959 -1.33879  0.10
C -3.48830 4.20827 4.05536  0.02
C -2.60574 3.36239 3.19296  -0.39
O -1.97410 2.42453 3.53074  0.20
N -2.83627 3.60817 1.71208  0.09
H -3.75165 4.05170 1.70815  0.16
H -2.13161 4.29485 1.43351  0.12
C -3.00373 2.40432 0.82675  0.03
H -4.56122 4.04092 3.94478  0.10
H -3.38531 5.29395 4.08709  0.10
H -3.19803 3.89770 5.06084  0.10
H -2.01380 2.01684 0.59447  0.08
H -3.44095 2.79962 -0.08818  0.11
H -3.65261 1.68979 1.32478  0.10
C -1.73467 -7.93343 5.14185  0.03
N -1.72498 -6.89566 4.08848  -0.07
C -1.67077 -5.59562 4.37654  0.04
C -1.86753 -4.65749 3.38015  0.06
C -2.02289 -5.05402 2.04972  -0.09
C -2.01922 -6.42465 1.74698  0.05
C -1.91839 -7.29122 2.81639  -0.02
C -2.12035 -4.03488 0.98301  -0.12
C -1.44705 -2.84935 1.20032  0.06
C -1.47755 -1.86552 0.25648  0.02
N -2.14224 -1.94947 -0.89918  -0.03
C -2.87360 -3.07149 -1.12935  0.02
C -2.87780 -4.11922 -0.19597  0.04
C -2.10188 -0.81177 -1.89043  0.06
H -1.38567 -8.87923 4.74174  0.10
H -2.68623 -8.01699 5.66194  0.11
H -1.01775 -7.57927 5.88319  0.11
H -1.47986 -5.27493 5.39190  0.16
H -1.98284 -3.63132 3.69946  0.15
H -2.23274 -6.88325 0.79360  0.13
H -2.18665 -8.33132 2.69595  0.14
H -0.73832 -2.77979 2.01792  0.13
H -0.82297 -1.02349 0.46071  0.12
H -3.18441 -3.17360 -2.15942  0.14
H -3.48045 -5.00977 -0.30863  0.12
H -1.46197 -1.13010 -2.70890  0.11
H -1.65572 0.05267 -1.40058  0.08
H -3.11055 -0.52116 -2.17071  0.11
B 0.32614 -2.67694 5.04765  -1.18
F 0.61977 -2.12060 3.78566  0.11
F 1.48790 -3.23830 5.60932  0.10
F -0.06790 -1.66844 5.92725  0.12
F -0.63158 -3.72774 4.82567  -0.01
B -0.06022 5.11732 0.60618  -1.24
F 0.47417 6.17729 -0.18556  0.09
F 0.91413 4.40203 1.27203  0.15
F -0.94676 5.64893 1.58024  0.09
F -0.69937 4.28718 -0.32984  0.11
B 2.51442 -2.42643 -0.47307  -1.26
F 3.40940 -1.72912 -1.33272  0.08
F 1.28780 -1.76083 -0.40362  0.11
F 2.32923 -3.70529 -1.00827  0.08
F 3.09513 -2.62739 0.79855  0.09
B 4.57493 4.45140 1.24345  -1.26
F 5.12880 3.92184 0.05829  0.09
F 4.10966 3.36899 2.05492  0.05
F 5.52156 5.09708 2.04694  0.09
F 3.46704 5.25397 1.00892  0.12
B -1.27612 2.10872 -3.42986  -1.29
F -1.37302 3.12002 -4.37649  0.14
F -2.39497 2.18068 -2.60475  0.12
F -1.25104 0.83199 -4.07716  0.07
F -0.06626 2.14839 -2.72878  0.13
B 4.08073 2.72149 -4.35092  -1.26
F 4.43919 3.66326 -5.31733  0.11
F 2.78345 2.95087 -3.85150  0.10
F 4.05794 1.46552 -5.03335  0.08
F 5.09570 2.68431 -3.41292  0.15

This record from the OMol25 dataset describes a molecular structure, C21H38BCaCl2FK2N3O10S in a non-equilibrium geometry. The level of theory is ωB97M-V with the def2-TZVPD basis set.

Output
highest occupied orbital energy	-8.28	eV
total charge	+1
HOMO-LUMO gap	1.2935	eV
lowest unoccupied orbital energy	-6.99	eV

Last column: Löwdin charge in e.
Positions of all 80 atoms, in Å:
C -0.88709 1.43822 -3.05046  -0.07
C 0.05331 0.44605 -3.77562  -0.19
O -0.04064 -0.91947 -3.31953  0.02
B 0.39473 -1.10911 -2.04489  -0.60
O 1.76254 -1.53975 -1.92119  -0.09
C -0.49516 -0.93142 -0.75313  -0.05
C 0.18431 -0.60219 0.53047  0.04
C -0.48659 -0.43522 1.71456  -0.14
C 0.22773 -0.12203 3.08835  -0.09
C 0.65194 1.44383 3.18614  -0.35
C 2.19809 1.57197 3.11216  -0.02
O 0.12500 2.08794 2.02448  -0.08
C -1.93214 -0.56369 1.67966  -0.25
N -2.92760 -0.45633 2.67478  -0.41
S -4.38458 -0.78624 1.89517  0.67
N -3.95509 -1.07000 0.31817  -0.20
C -2.61774 -0.90189 0.36660  -0.34
C -1.86899 -1.09589 -0.83762  -0.55
Cl -2.73490 -1.52875 -2.21426  0.90
H -1.08864 2.28018 -3.73588  0.09
H -1.86615 1.00520 -2.81005  0.05
H -0.41801 1.88250 -2.15659  0.08
H -0.25315 0.43843 -4.83117  0.12
H 1.08138 0.83189 -3.69155  0.13
H 2.01528 -1.58250 -0.97674  -0.05
H 1.27598 -0.50788 0.51452  0.13
H 1.07381 -0.80601 3.23688  0.11
H -0.53286 -0.38076 3.85113  -0.05
H 0.21861 1.82321 4.12219  0.13
H 2.44505 2.03342 2.14349  0.07
H 2.52449 2.20791 3.94725  0.08
H 2.69787 0.59603 3.13344  0.07
H -0.73408 2.44970 2.26551  0.03
K 2.09964 -3.23170 -0.76914  1.11
F -2.93459 -3.92710 -1.37461  -0.76
O 5.92801 -3.00758 0.90144  -0.06
H 6.49896 -2.83433 0.14560  0.04
H 6.47402 -2.78385 1.66235  0.04
K -3.09433 1.78590 2.20921  0.79
C 3.06025 5.44566 0.66876  -0.16
O 3.41090 4.30486 -0.10906  -0.13
H 3.95089 6.05016 0.81887  0.08
H 2.30813 6.03700 0.13947  0.07
H 2.67199 5.12712 1.64053  0.07
H 2.61135 3.78556 -0.23049  0.06
Cl -2.07313 0.01225 5.41426  -0.39
C 0.51072 -8.11892 0.82055  -0.06
C 1.47691 -7.14570 1.57542  -0.46
O 2.41089 -6.75024 0.71912  -0.11
H 1.03909 -8.99652 0.45115  0.07
H -0.26907 -8.46069 1.50743  0.08
H 0.02293 -7.62480 -0.01895  0.07
H 1.80983 -7.70755 2.47080  0.11
H 0.81880 -6.36748 2.01484  0.10
Ca -7.22139 -0.93262 1.58372  1.19
C 0.67856 -2.50669 -6.09273  -0.02
C -0.24791 -3.30403 -6.97724  -0.33
C -1.68679 -3.31621 -6.52750  -0.10
O -2.16034 -4.54547 -7.08328  0.07
C -1.08707 -5.37822 -7.17946  -0.55
O -1.15275 -6.53241 -7.43351  0.18
O 0.07249 -4.69978 -6.94288  0.08
H 1.71903 -2.70840 -6.35124  0.09
H 0.49264 -1.43734 -6.19454  0.08
H 0.55396 -2.78225 -5.04443  0.08
H -0.15564 -2.96704 -8.01468  0.16
H -2.25785 -2.47181 -6.91000  0.14
H -1.79915 -3.36240 -5.44030  0.14
C -2.23008 6.69392 5.90024  0.00
C -2.00519 6.14956 4.51409  -0.55
O -2.62675 5.18068 4.08924  0.00
N -1.08357 6.76818 3.73686  0.01
C -0.25771 7.91786 4.06556  -0.07
H -2.99061 6.09903 6.39770  0.09
H -1.30986 6.63717 6.48255  0.09
H -2.57541 7.72722 5.84958  0.09
H -0.98431 6.35325 2.82406  0.13
H -0.46499 8.71684 3.35266  0.09
H 0.79219 7.63409 3.98149  0.08
H -0.45042 8.27749 5.07022  0.08